Entry 1:
C40H38F3N4PdSb | wB97M-V/def2-TZVPD

Structure (ORCA input):
```
! RIJCOSX wB97M-V def2-TZVPD def2/J DEFGRID3
* xyz -2 1
Pd 0.20830 0.86569 -0.44222
C -2.28060 3.24939 -2.32002
C -2.02420 1.75789 -2.11062
C -3.00850 1.08119 -1.12772
N -2.27270 0.67799 0.04348
C -2.48550 1.12189 1.23428
C -3.46320 2.08569 1.64668
C -4.15270 2.13159 2.82858
C -4.15690 1.20129 3.87138
C -3.22830 0.18589 4.06238
C -2.02460 -0.01241 3.42528
C -1.51580 0.62049 2.25658
N -0.26950 0.73819 1.92118
C 0.79900 0.38929 2.81088
C 2.09470 1.14969 2.47668
C 2.83360 0.66479 1.20128
N 2.41070 1.45969 0.08358
C 2.88970 2.63749 -0.17052
C 4.05220 3.17509 0.46078
C 4.83160 4.26349 0.16168
C 4.73680 5.16689 -0.88982
C 3.71130 5.22539 -1.82912
C 2.52860 4.53229 -1.86112
C 2.02170 3.49579 -1.01842
N 0.74870 3.24379 -0.88972
C -0.21550 4.25719 -1.22772
C -0.99690 4.04919 -2.54102
H -2.95570 3.39599 -3.17202
H -2.78000 3.66269 -1.44072
H -2.02600 1.24609 -3.07972
H -1.00010 1.63409 -1.64592
H -3.86030 1.74689 -0.91102
H -3.40950 0.15879 -1.57782
H -3.66970 2.87149 0.92348
H -4.85840 2.95759 2.92928
H -4.94960 1.30619 4.61188
H -3.44410 -0.48851 4.89068
H -1.39080 -0.79081 3.83378
H 0.52520 0.61349 3.85868
H 1.01590 -0.69201 2.75168
H 1.83030 2.20049 2.33538
H 2.76720 1.06929 3.33878
H 3.92630 0.70289 1.37238
H 2.56950 -0.38661 1.00488
H 4.38370 2.62359 1.33178
H 5.67480 4.42549 0.83458
H 5.52630 5.90949 -0.97302
H 3.84340 5.96999 -2.61572
H 1.84230 4.82179 -2.65172
H -0.94260 4.26349 -0.40242
H 0.26430 5.25559 -1.25192
H -1.26210 5.03039 -2.95442
H -0.35390 3.54039 -3.26112
F -1.39580 -5.57521 -5.32152
C -1.08820 -4.71801 -4.29832
C -1.02140 -3.36251 -4.56272
C -0.71180 -2.50921 -3.51342
C -0.48250 -2.99341 -2.23842
C -0.54970 -4.36141 -2.01272
C -0.85520 -5.23781 -3.04282
Sb 0.02330 -1.58631 -0.64252
C 1.81360 -2.81371 -0.27822
C 1.93200 -3.89391 0.58918
C 3.13300 -4.57181 0.72228
C 4.19920 -4.18911 -0.06672
F 5.37840 -4.87701 0.03928
C 4.11380 -3.13461 -0.95922
C 2.92070 -2.44231 -1.03352
C -1.27130 -2.62591 0.77648
C -2.56720 -2.94971 0.39428
C -3.43510 -3.58231 1.26508
C -2.99910 -3.85761 2.54688
F -3.82970 -4.53071 3.39918
C -1.74810 -3.48141 2.99018
C -0.89380 -2.86371 2.09248
H -1.20610 -3.00051 -5.56272
H -0.64450 -1.44261 -3.68902
H -0.35800 -4.74321 -1.02202
H -0.91210 -6.30541 -2.88732
H 1.08290 -4.20671 1.18108
H 3.25100 -5.38821 1.42238
H 4.97030 -2.86811 -1.56152
H 2.83800 -1.57641 -1.68042
H -2.90270 -2.70751 -0.60512
H -4.43840 -3.85731 0.97178
H -1.46810 -3.65751 4.02018
H 0.08450 -2.55181 2.43118
*
```

Values from the calculation:
LUMO energy   4.3074 eV
Largest force on an atom   0.0257 hartree/bohr
HOMO level   -0.010 eV

***

Entry 2:
C25H21N3O2 | wB97M-V/def2-TZVPD

Structure (ORCA input):
```
! RIJCOSX wB97M-V def2-TZVPD def2/J DEFGRID3
* xyz 0 1
C -0.22549 0.96617 -2.44999
C -1.67458 1.16420 -2.30919
N -2.80709 1.41793 -2.31390
N -0.05568 -0.36396 -3.16221
C 1.04131 -0.55818 -3.95769
C 1.48753 -1.85311 -4.22161
C 0.72722 -2.94642 -3.81578
C -0.51601 -2.70507 -3.24941
C -0.93990 -1.41104 -2.99894
H 0.23519 1.68254 -3.13528
H 1.65759 0.31945 -4.17184
H 2.46599 -1.98174 -4.64808
H 1.12559 -3.96713 -3.90615
H -1.13733 -3.55120 -2.88652
H -1.92573 -1.22524 -2.51449
O 2.66589 -2.99913 -0.05517
C 2.29239 -2.81049 1.11914
O 2.85916 -2.51792 2.19053
C 0.73282 -2.91922 1.30592
C 0.36131 -3.42927 2.70247
C -0.29785 -2.25445 3.34542
C -0.34554 -1.15948 2.45009
C -0.74335 0.10296 2.91412
C -1.27020 0.19773 4.19814
C -1.28172 -0.89940 5.06683
C -0.71566 -2.10968 4.65853
N 0.24678 -1.55674 1.25364
C 0.47122 -0.76786 0.14407
C -0.17163 0.42092 -0.04086
C 0.38661 1.40643 -1.02352
C 0.08446 2.88247 -0.70297
C 1.09045 3.83893 -0.72544
C 0.77038 5.18165 -0.51054
C -0.56134 5.55378 -0.23561
C -1.52097 4.56010 -0.03300
C -1.19428 3.20686 -0.25718
H 0.33063 -3.54918 0.51293
H -0.29493 -4.30273 2.69858
H 1.25059 -3.70073 3.28843
H -0.61128 0.99229 2.29152
H -1.65873 1.16615 4.52546
H -1.70518 -0.79396 6.07112
H -0.59145 -2.96257 5.34985
H 1.27912 -1.14296 -0.53068
H -1.09680 0.65159 0.59792
H 1.45987 1.25504 -1.29483
H 2.14569 3.57618 -0.84830
H 1.51905 5.96999 -0.64606
H -0.84601 6.62700 -0.19046
H -2.55777 4.83726 0.19157
H -1.94032 2.46126 -0.04057
*
```

Values from the calculation:
LUMO energy   -2.2133 eV
ΔE to the lowest compared entry with this formula, charge and spin   3.364 eV
Largest force on an atom   0.0442 hartree/bohr
HOMO level   -6.454 eV

***

Entry 3:
C30H39BrClN2OV | wB97M-V/def2-TZVPD

Structure (ORCA input):
```
! RIJCOSX wB97M-V def2-TZVPD def2/J DEFGRID3
* xyz -1 2
V 0.43747 0.10932 -0.06676
C -4.35002 3.28493 2.66718
C -4.97393 2.81774 1.34143
C -5.07153 4.02220 0.39322
C -6.39541 2.32337 1.62371
C -4.09475 1.71995 0.73481
C -2.88652 2.03718 0.13889
C -2.04223 1.03851 -0.31549
Br 1.18330 2.14024 1.21087
C -2.31471 -0.33953 -0.14860
O -1.36113 -1.17318 -0.50009
C -3.59269 -0.66889 0.37258
C -4.42063 0.36033 0.81138
C -4.01888 -2.13965 0.44151
C -3.93413 -2.76816 -0.95824
C -5.45696 -2.30366 0.93800
C -3.09314 -2.90490 1.39948
H -4.94151 4.09358 3.11634
H -3.33108 3.64751 2.50692
H -4.30046 2.45508 3.37825
H -5.80358 4.74318 0.77245
H -5.38255 3.70439 -0.60567
H -4.11570 4.54435 0.30029
H -7.00260 3.15253 1.99880
H -6.40919 1.53571 2.38305
H -6.86869 1.93316 0.71687
H -2.55792 3.06752 0.04317
H -5.37319 0.09003 1.24542
H -4.59950 -2.23962 -1.64893
H -4.24520 -3.82014 -0.91707
H -2.91675 -2.71533 -1.34790
H -6.16897 -1.78589 0.28780
H -5.58334 -1.92780 1.95835
H -5.71336 -3.36764 0.94184
H -2.05546 -2.81524 1.07888
H -3.36558 -3.96758 1.42560
H -3.17981 -2.50253 2.41270
C 4.93253 -2.04759 -3.74812
C 4.71433 -2.48647 -2.29455
C 5.59049 -1.74436 -1.30438
C 6.94678 -2.06255 -1.22437
C 7.78475 -1.43009 -0.32209
C 7.25602 -0.46459 0.52874
C 5.91189 -0.12293 0.48640
C 5.34749 0.88412 1.46174
C 4.97981 0.23109 2.79976
C 5.07578 -0.76009 -0.44809
N 3.70259 -0.46162 -0.41894
C 3.17834 0.12247 -1.41762
C 1.77965 0.55343 -1.50883
C 1.58527 1.50004 -2.50844
C 0.45777 2.29158 -2.71517
C -0.70041 2.15573 -1.96159
N -0.82135 1.25054 -1.01729
H 4.30873 -2.62694 -4.43636
H 5.97828 -2.17801 -4.04190
H 4.68389 -0.99021 -3.87276
H 4.92622 -3.55577 -2.21039
H 3.66540 -2.35174 -2.03459
H 7.34112 -2.83379 -1.88141
H 8.83660 -1.68792 -0.27490
H 7.89985 0.03889 1.24596
H 4.45391 1.35075 1.05166
H 6.08604 1.67313 1.62431
H 4.29349 -0.60264 2.63317
H 4.48082 0.94721 3.45849
H 5.86974 -0.15257 3.30819
H 3.82375 0.38195 -2.27447
H 2.41908 1.69881 -3.18480
H 0.46744 3.03333 -3.50319
H -1.56201 2.77785 -2.17884
Cl 1.03099 -1.15140 1.84934
C 1.10127 -1.81636 0.17600
H 0.36383 -2.59916 0.06923
H 2.11018 -2.14524 -0.04085
*
```

Values from the calculation:
<S²>   0.97
LUMO energy (alpha / beta)   2.1003 / 2.6545 eV
Largest force on an atom   0.0215 hartree/bohr
HOMO level (alpha / beta)   -4.482 / -4.297 eV

***

> What is the formula in the first record?

C40H38F3N4PdSb

***

> Which of these has the lowest largest force on an atom?

C30H39BrClN2OV